C5H12O2 | ωB97M-V/def2-TZVPD

Element x y z (Å)
C: 1.5165 -2.6522 0.5597
C: 0.2987 -2.3325 0.0748
C: -0.3803 -1.0693 0.0490
C: -0.9723 -0.3748 1.1343
C: -1.2946 1.1245 1.1167
H: 1.9267 -3.5990 0.3122
H: 2.1265 -1.9555 1.0774
H: -0.1772 -3.1833 -0.5144
H: -0.4374 -0.5430 -0.9604
H: -1.0567 -1.0153 1.9809
H: -1.6408 1.4657 2.1444
H: -2.1605 1.2259 0.4934
H: -0.4062 1.7464 0.8489
O: 2.8516 0.4535 -0.3097
H: 2.6024 -0.3663 0.1553
H: 3.1088 0.9742 0.4404
O: -2.0641 3.2872 -2.5511
H: -1.3008 3.8571 -2.7183
H: -2.5403 2.9567 -3.3334

Cartesian forces (eV/Å) of the 2 atoms listed first:
C -1.9 0.7 -0.8
C 0.5 -2.8 -0.7

Net charge: 0
Energy relative to the best compared isomer or geometry (same formula, charge and spin) (eV): 2.875
SMILES: C=C/C=C/C.O.O

C5H12O2 | ωB97M-V/def2-TZVPD

Element x y z (Å)
C: 2.8671 0.7572 -0.2281
C: 1.8404 0.0543 -0.6922
C: 0.8551 -0.7129 0.1037
C: 0.8196 -0.6646 1.4420
C: -0.0303 -1.7005 -0.6184
H: 2.7851 1.3006 0.7087
H: 3.7623 0.9899 -0.7862
H: 1.7394 -0.1199 -1.7581
H: 0.2535 -1.3795 2.0098
H: 1.5190 -0.0161 1.9458
H: -0.1187 -2.6747 -0.1428
H: 0.2478 -1.7416 -1.6687
H: -1.0635 -1.3390 -0.6318
O: -1.1580 1.9033 0.3981
H: -1.6904 1.6337 1.1606
H: -0.6106 1.1160 0.2607
O: -4.1502 0.6895 -0.1605
H: -3.2349 0.8239 -0.4422
H: -4.6326 1.0805 -0.9004

Cartesian forces (eV/Å) of the 2 atoms listed first:
C -0.3 1.0 0.2
C -0.1 -0.6 -0.5

Net charge: 0
Energy relative to the best compared isomer or geometry (same formula, charge and spin) (eV): 2.266
SMILES: C=CC(=C)C.O.O

C5H12O2 | ωB97M-V/def2-TZVPD

Element x y z (Å)
C: -1.9794 -1.7296 -0.6510
C: -0.5747 -1.3738 -0.1728
C: -0.3515 0.1389 -0.2236
O: -1.2204 0.8723 0.5529
C: 1.1766 0.3529 0.5069
C: 1.3793 1.5249 -0.3082
O: 0.9803 0.5705 1.7850
H: -2.7279 -1.2016 -0.0535
H: -2.1250 -1.4493 -1.7010
H: -2.1584 -2.8061 -0.5627
H: -0.4203 -1.6985 0.8633
H: 0.1820 -1.8732 -0.7911
H: -0.4441 0.4825 -1.2625
H: -0.7822 0.8796 1.4380
H: 1.8062 -0.5037 0.2150
H: 0.6971 2.3573 -0.1555
H: 2.3701 2.2214 1.0531
H: 1.8774 1.4729 -1.2779
H: 2.0126 1.7969 1.6824

Cartesian forces (eV/Å) of the 2 atoms listed first:
C -0.1 0.0 0.0
C 0.1 0.0 0.0

Net charge: 0
Energy relative to the best compared isomer or geometry (same formula, charge and spin) (eV): 5.153

C5H12O2 | ωB97M-V/def2-TZVPD

Element x y z (Å)
C: 0.9110 2.5244 0.0070
C: 0.8514 1.0795 0.4831
C: -0.2070 0.2573 -0.2489
O: 0.0789 0.1496 -1.6306
C: -0.3720 -1.1194 0.4019
C: -1.5929 -1.8878 -0.1030
O: 0.8481 -1.8073 0.1558
H: 1.1071 2.5705 -1.0682
H: -0.0444 3.0284 0.1956
H: 1.6958 3.0835 0.5270
H: 1.8216 0.5818 0.3529
H: 0.6292 1.0448 1.5572
H: -1.1745 0.7732 -0.1966
H: 0.9183 -0.3288 -1.6938
H: -0.4877 -0.9514 1.4842
H: -1.4000 -2.9689 -0.0952
H: -2.4461 -1.7046 0.5591
H: -1.8683 -1.6015 -1.1231
H: 0.7315 -2.7233 0.4354

Cartesian forces (eV/Å) of the 2 atoms listed first:
C 0.0 0.1 0.0
C 0.0 0.0 0.1

Net charge: 0
Energy relative to the best compared isomer or geometry (same formula, charge and spin) (eV): 0.612
SMILES: CC[C@@H](O)[C@@H](C)O

> Among the records above, which one has the lowest energy relative to the best compared isomer or geometry (same formula, charge and spin)?

number 4

> What is the net charge in the third record?

0